Entry 1:
The following is a DFT calculation (the ωB97M-V functional and the def2-TZVPD basis) of the molecule C3H7N at a distorted geometry.

Atoms and positions in Å:
1 C 1.105 0.245 1.298
2 C 0.440 -0.284 0.042
3 C -0.639 0.277 -0.490
4 N -1.295 -0.154 -1.646
5 H 0.423 0.595 2.063
6 H 1.615 -0.593 1.785
7 H 1.912 0.924 1.020
8 H 0.906 -1.192 -0.321
9 H -1.137 1.126 -0.035
10 H -2.254 0.143 -1.754
11 H -1.075 -1.086 -1.961

Values from the calculation:
total charge: 0
E: -173.232028 a.u.
SMILES: C/C=C/N
HOMO level: -0.2888 Eh
frontier orbital gap: 9.1 eV

***

Entry 2:
The following is a DFT calculation (the ωB97M-V functional and the def2-TZVPD basis) of a cluster of 2 separate species, CH4O2 in total.

Atoms and positions in Å:
1 C -0.621 -0.547 -1.086
2 O -0.833 -1.675 -0.745
3 H -0.848 0.268 -0.410
4 H -0.217 -0.151 -2.032
5 O 1.137 0.499 1.340
6 H 1.062 1.448 1.217
7 H 0.320 0.157 1.717

Values from the calculation:
total charge: 0
E: -190.939956 a.u.
SMILES: C=O.O
HOMO level: -0.3733 Eh
frontier orbital gap: 10.9 eV

***

Entry 3:
The following is a DFT calculation (the ωB97M-V functional and the def2-TZVPD basis) of a structure of composition C16H26CaN4O9 at a distorted geometry.

Atoms and positions in Å:
1 Ca 0.510 0.496 0.300
2 N -1.929 0.764 0.543
3 C -3.262 0.344 0.941
4 C -3.564 -1.059 0.393
5 N -2.585 -2.041 0.793
6 C -2.162 -2.988 -0.211
7 C -1.471 -2.345 -1.424
8 N -0.401 -1.461 -1.021
9 C -2.783 -2.630 2.108
10 C -1.558 -2.527 3.020
11 N -1.542 -1.220 3.681
12 H -1.863 0.862 -0.472
13 H -1.690 1.687 0.902
14 H -3.332 0.331 2.032
15 H -4.049 1.017 0.566
16 H -4.588 -1.354 0.690
17 H -3.554 -0.986 -0.696
18 H -1.437 -3.653 0.266
19 H -3.003 -3.617 -0.572
20 H -1.143 -3.166 -2.081
21 H -2.193 -1.759 -1.998
22 H 0.423 -1.957 -0.684
23 H -0.138 -0.818 -1.765
24 H -3.606 -2.116 2.613
25 H -3.070 -3.690 2.007
26 H -1.624 -3.298 3.795
27 H -0.657 -2.720 2.426
28 H -0.724 -1.162 4.278
29 H -1.353 -0.523 2.966
30 O -0.114 4.479 -0.854
31 C 0.484 3.438 -0.554
32 O 0.174 2.612 0.355
33 C 1.797 3.141 -1.335
34 C 2.738 2.207 -0.552
35 C 4.152 2.261 -1.157
36 C 3.948 1.449 -2.463
37 C 2.453 1.087 -2.358
38 O 2.294 0.907 -0.951
39 C 1.585 2.327 -2.652
40 C 0.137 1.846 -2.959
41 O -0.310 2.108 -4.086
42 O -0.422 1.159 -2.050
43 H 2.254 4.108 -1.543
44 H 2.684 2.308 0.530
45 H 4.868 1.774 -0.494
46 H 4.482 3.283 -1.339
47 H 4.558 0.545 -2.468
48 H 4.164 2.022 -3.365
49 H 2.162 0.189 -2.899
50 H 1.936 2.868 -3.528
51 O 2.668 -2.434 2.304
52 C 2.184 -1.410 1.817
53 O 1.785 -1.274 0.609
54 C 1.978 -0.128 2.678
55 O 2.716 0.120 3.632
56 O 0.994 0.597 2.286

Values from the calculation:
total charge: -2
E: -2199.364575 a.u.
HOMO level: -0.0868 Eh
frontier orbital gap: 7.3 eV

***

Entry 4:
The following is a DFT calculation (the ωB97M-V functional and the def2-TZVPD basis) of a structure of composition C7H26HfO8 at a distorted geometry.

Atoms and positions in Å:
1 Hf -0.284 -0.062 0.144
2 C -3.371 1.302 1.205
3 O -2.208 0.918 0.577
4 H -3.224 1.438 2.291
5 H -3.672 2.312 0.882
6 H -4.207 0.610 1.048
7 C 3.841 -0.760 -1.089
8 C 2.819 0.265 -1.547
9 O 1.716 0.303 -0.713
10 H 3.478 -1.787 -1.039
11 H 4.128 -0.476 -0.076
12 H 4.674 -0.735 -1.797
13 H 2.488 0.160 -2.595
14 H 3.310 1.255 -1.577
15 C -0.618 1.312 3.905
16 C 0.428 0.255 3.565
17 O 0.313 -0.306 2.302
18 H -0.377 1.861 4.815
19 H -1.608 0.851 3.950
20 H -0.757 2.049 3.104
21 H 0.309 -0.554 4.301
22 H 1.442 0.663 3.710
23 C -0.255 -0.951 -3.980
24 C -1.297 -1.427 -2.979
25 O -1.036 -1.100 -1.672
26 H -0.480 -1.157 -5.028
27 H 0.683 -1.431 -3.680
28 H -0.031 0.119 -3.931
29 H -1.380 -2.517 -3.116
30 H -2.279 -1.013 -3.271
31 O -0.696 1.584 -1.627
32 H -0.377 2.490 -1.613
33 H -1.533 1.601 -2.101
34 O -1.570 -1.889 0.913
35 H -2.439 -2.130 0.578
36 H -1.502 -2.244 1.804
37 O 0.416 2.112 0.873
38 H 0.913 2.774 0.383
39 H 0.694 2.189 1.792
40 O 1.070 -2.271 0.345
41 H 1.374 -2.590 1.200
42 H 1.105 -3.021 -0.255

Values from the calculation:
total charge: 0
E: -932.331003 a.u.
HOMO level: -0.2996 Eh
frontier orbital gap: 8.3 eV

***

Entry 5:
The following is a DFT calculation (the ωB97M-V functional and the def2-TZVPD basis) of the molecule C7H13NO3 at a distorted geometry.

Atoms and positions in Å:
1 N -2.194 -1.442 0.686
2 C -2.226 -0.565 -0.485
3 C -1.018 -0.652 -1.452
4 O -1.317 -1.621 -2.448
5 C 0.328 -0.958 -0.744
6 C 0.734 0.265 0.034
7 C 1.774 0.185 1.150
8 C 1.569 1.643 1.663
9 C 1.390 2.362 0.295
10 O 1.378 3.479 0.075
11 O 1.215 1.409 -0.691
12 H -1.658 -0.988 1.414
13 H -1.811 -2.351 0.463
14 H -3.126 -0.735 -1.080
15 H -2.279 0.465 -0.126
16 H -0.891 0.353 -1.883
17 H -0.488 -1.781 -2.916
18 H 0.186 -1.837 -0.117
19 H 1.071 -1.191 -1.515
20 H -0.141 0.688 0.555
21 H 2.765 0.269 0.688
22 H 1.735 -0.634 1.863
23 H 0.652 1.607 2.261
24 H 2.351 2.030 2.310

Values from the calculation:
total charge: 0
E: -554.976356 a.u.
SMILES: NC[C@H](O)C[C@H]1CCC(=O)O1
HOMO level: -0.3483 Eh
frontier orbital gap: 10.2 eV

***

Entry 6:
The following is a DFT calculation (the ωB97M-V functional and the def2-TZVPD basis) of a structure of composition C26H45FN3O4SSi at a distorted geometry.

Atoms and positions in Å:
1 C -1.548 -3.354 -5.022
2 C -1.818 -1.905 -5.269
3 O -2.827 -1.338 -4.994
4 O -0.724 -1.195 -5.826
5 C -0.284 -0.278 -4.828
6 C -0.105 -0.938 -3.465
7 C 0.535 0.090 -2.487
8 C -0.081 -0.037 -1.097
9 C 0.719 -0.572 0.001
10 C 2.153 -0.994 -0.216
11 C 3.108 0.174 -0.511
12 C 3.522 0.948 0.729
13 N 4.224 0.086 1.705
14 C 0.171 -0.689 1.243
15 O 0.878 -1.166 2.325
16 C 0.713 -2.578 2.490
17 C 1.007 -2.968 3.937
18 C 0.225 -4.288 4.196
19 C 2.492 -3.249 4.196
20 C 3.445 -2.024 4.341
21 C 2.766 -0.713 4.755
22 C 4.462 -2.388 5.456
23 C -1.168 -0.282 1.472
24 N -1.844 -0.321 2.624
25 S -3.301 0.271 2.328
26 N -3.188 0.599 0.751
27 C -1.949 0.251 0.404
28 C -1.369 0.370 -0.900
29 C -2.243 0.969 -1.978
30 C -2.047 2.498 -2.005
31 O -2.954 3.159 -1.123
32 Si -3.499 4.654 -1.567
33 C -4.955 5.018 -0.440
34 C -4.140 4.751 -3.328
35 C -2.260 6.037 -1.298
36 H -0.499 -3.566 -5.246
37 H -2.159 -3.950 -5.701
38 H -1.781 -3.574 -3.979
39 H -0.956 0.588 -4.793
40 H 0.692 0.097 -5.153
41 H 0.599 -1.764 -3.575
42 H -1.050 -1.269 -3.025
43 H 0.319 1.106 -2.830
44 H 1.598 -0.092 -2.435
45 H 2.532 -1.500 0.671
46 H 2.178 -1.743 -1.013
47 H 2.671 0.893 -1.201
48 H 4.014 -0.205 -0.998
49 H 2.659 1.433 1.190
50 H 4.209 1.747 0.421
51 H 4.730 0.703 2.333
52 H 4.950 -0.409 1.194
53 H 1.342 -3.137 1.790
54 H -0.341 -2.818 2.319
55 H 0.573 -2.232 4.609
56 H -0.746 -4.082 4.643
57 H 0.774 -4.871 4.940
58 H 0.156 -4.912 3.305
59 H 2.838 -3.809 3.319
60 H 2.648 -3.913 5.046
61 H 4.042 -1.894 3.440
62 H 1.921 -0.854 5.425
63 H 2.508 -0.111 3.887
64 H 3.495 -0.121 5.316
65 H 5.170 -3.153 5.136
66 H 5.006 -1.513 5.816
67 H 3.892 -2.764 6.310
68 H -3.278 0.721 -1.762
69 H -1.986 0.580 -2.958
70 H -2.089 2.865 -3.036
71 H -1.035 2.695 -1.630
72 H -5.456 5.917 -0.807
73 H -5.655 4.182 -0.437
74 H -4.628 5.222 0.581
75 H -4.482 5.777 -3.489
76 H -3.333 4.579 -4.042
77 H -4.970 4.068 -3.501
78 H -1.312 5.908 -1.822
79 H -2.077 6.212 -0.238
80 H -2.714 6.952 -1.694
81 F -3.080 -2.586 -2.924

Values from the calculation:
total charge: -1
E: -2270.542251 a.u.
HOMO level: -0.1429 Eh
frontier orbital gap: 6.1 eV

***

Entry 7:
The following is a DFT calculation (the ωB97M-V functional and the def2-TZVPD basis) of a structure of composition C11H26CaINO5 at a distorted geometry.

Atoms and positions in Å:
1 Ca -11.295 19.143 33.702
2 I -13.074 19.747 35.952
3 C -10.489 14.901 34.661
4 C -10.765 16.367 34.389
5 O -11.910 16.756 34.045
6 O -9.849 17.232 34.502
7 H -11.403 14.333 34.500
8 H -10.183 14.775 35.699
9 H -9.697 14.521 34.017
10 C -14.493 19.990 32.215
11 O -13.110 20.252 32.378
12 C -12.806 21.532 31.858
13 C -11.562 22.078 32.542
14 N -10.397 21.153 32.457
15 C -9.219 21.734 33.120
16 C -9.205 21.524 34.629
17 O -9.615 20.222 34.978
18 C -9.205 19.775 36.274
19 H -14.696 19.706 31.170
20 H -15.122 20.836 32.474
21 H -14.803 19.068 32.706
22 H -13.636 22.225 32.012
23 H -12.624 21.558 30.773
24 H -11.762 22.305 33.593
25 H -11.297 23.037 32.078
26 H -10.174 21.233 31.465
27 H -9.138 22.820 33.005
28 H -8.318 21.226 32.774
29 H -9.798 22.245 35.211
30 H -8.200 21.745 35.015
31 H -9.347 20.554 37.023
32 H -8.190 19.396 36.142
33 H -9.822 18.931 36.574
34 C -9.216 17.973 30.885
35 C -10.645 18.298 30.438
36 C -11.109 17.306 29.376
37 O -11.461 18.112 31.625
38 H -8.833 18.544 31.732
39 H -8.522 18.136 30.054
40 H -9.214 16.927 31.191
41 H -10.736 19.335 30.116
42 H -12.142 17.528 29.112
43 H -10.981 16.283 29.728
44 H -10.478 17.417 28.493
45 H -12.042 17.352 31.514

Values from the calculation:
total charge: 0
E: -1841.130234 a.u.
HOMO level: -0.2677 Eh
frontier orbital gap: 7.3 eV

***

Entry 8:
The following is a DFT calculation (the ωB97M-V functional and the def2-TZVPD basis) of the ion C4H13N3 with charge +2 at a distorted geometry.

Atoms and positions in Å:
1 N -0.839 0.413 1.607
2 C -0.577 -0.104 0.300
3 C -1.618 -0.578 -0.382
4 N -2.951 -0.099 0.027
5 C 0.818 -0.519 -0.072
6 C 1.733 0.656 -0.440
7 N 3.085 0.141 -0.911
8 H -0.581 1.371 1.824
9 H -0.385 -0.166 2.306
10 H -1.541 -1.237 -1.234
11 H -2.854 0.510 0.849
12 H -3.415 0.383 -0.752
13 H -3.531 -0.931 0.171
14 H 1.319 -1.127 0.672
15 H 0.775 -1.145 -0.970
16 H 1.307 1.185 -1.290
17 H 1.964 1.374 0.342
18 H 3.009 -0.127 -1.898
19 H 3.436 -0.699 -0.444
20 H 3.774 0.897 -0.940

Values from the calculation:
total charge: +2
E: -323.847787 a.u.
SMILES: N/C(=C\[NH3+])CC[NH3+]
HOMO level: -0.6576 Eh
frontier orbital gap: 11.2 eV